DFT (the ωB97M-V functional and the def2-TZVPD basis) results for a cluster of 2 separate species, C4H12 in total.

Positions of all 16 atoms, in Å:
C -2.74 -0.69 0.49
C -1.23 -0.32 -0.02
H -3.30 -1.12 -0.34
H -2.62 -1.52 1.15
H -3.25 0.03 0.97
H -1.25 -0.59 -1.04
H -0.26 -0.95 0.26
H -1.17 0.57 0.46
C 2.34 -0.20 -0.39
C 1.75 1.20 -0.02
H 3.22 -0.44 0.21
H 1.69 -1.01 -0.31
H 2.48 0.12 -1.55
H 0.73 1.10 0.42
H 1.39 1.90 -0.87
H 2.22 1.92 0.58

Properties
total charge	0
SMILES	CC.CC
E_HOMO	-10.567	eV
E	-159.49090	a.u.

DFT (the ωB97M-V functional and the def2-TZVPD basis) results for a cluster of 2 separate species, C4H12 in total.

Positions of all 16 atoms, in Å:
C 0.81 0.84 1.42
C 0.86 2.36 1.14
H -0.23 0.56 1.54
H 1.28 0.28 0.62
H 1.40 0.67 2.32
H 1.85 2.67 0.82
H 0.57 2.97 1.99
H 0.13 2.59 0.35
C -0.45 -1.01 -1.45
C -1.26 -2.27 -1.09
H 0.39 -1.20 -2.13
H -1.08 -0.27 -1.94
H -0.03 -0.55 -0.57
H -1.70 -2.63 -2.01
H -0.56 -3.00 -0.70
H -1.97 -2.01 -0.31

Properties
total charge	0
SMILES	CC.CC
E_HOMO	-11.657	eV
E	-159.57769	a.u.

DFT (the ωB97M-V functional and the def2-TZVPD basis) results for a cluster of 2 separate species, C4H12 in total.

Positions of all 16 atoms, in Å:
C 1.02 -1.84 1.42
C 1.95 -1.12 0.44
H 0.59 -2.72 0.95
H 1.58 -2.18 2.30
H 0.19 -1.21 1.72
H 2.89 -1.61 0.37
H 1.50 -1.08 -0.55
H 2.06 -0.07 0.72
C -1.87 2.13 -1.06
C -1.08 0.83 -0.82
H -1.37 2.95 -0.53
H -1.90 2.43 -2.11
H -2.90 2.10 -0.69
H -1.54 -0.03 -1.31
H -1.10 0.64 0.26
H -0.06 1.05 -1.12

Properties
total charge	0
SMILES	CC.CC
E_HOMO	-11.796	eV
E	-159.58070	a.u.

DFT (the ωB97M-V functional and the def2-TZVPD basis) results for a cluster of 2 separate species, C4H12 in total.

Positions of all 16 atoms, in Å:
C -1.65 -2.37 -0.56
C -2.38 -1.00 -0.36
H -0.56 -2.24 -0.23
H -2.02 -3.06 0.26
H -2.02 -2.73 -1.56
H -1.93 -0.67 0.65
H -3.41 -1.07 -0.50
H -2.04 -0.31 -1.20
C 1.57 2.29 0.43
C 2.36 1.05 0.41
H 1.75 2.93 1.27
H 1.97 2.95 -0.56
H 0.40 2.17 0.60
H 2.37 0.33 1.26
H 3.43 1.33 0.52
H 2.17 0.37 -0.44

Properties
total charge	0
SMILES	CC.CC
E_HOMO	-11.210	eV
E	-159.52567	a.u.

DFT (the ωB97M-V functional and the def2-TZVPD basis) results for a cluster of 2 separate species, C4H12 in total.

Positions of all 16 atoms, in Å:
C 2.86 0.01 -0.28
C 2.18 -0.18 1.15
H 2.04 0.11 -0.98
H 3.69 0.71 -0.21
H 3.49 -0.87 -0.45
H 2.17 -1.26 1.47
H 2.79 0.15 1.97
H 1.20 0.25 1.13
C -2.23 0.80 -0.58
C -2.83 -0.58 -0.42
H -2.56 1.41 0.27
H -1.14 0.87 -0.72
H -2.51 1.43 -1.40
H -2.60 -1.26 -1.23
H -2.63 -1.01 0.56
H -3.93 -0.57 -0.28

Properties
total charge	0
SMILES	CC.CC
E_HOMO	-11.335	eV
E	-159.55323	a.u.

DFT (the ωB97M-V functional and the def2-TZVPD basis) results for a cluster of 2 separate species, C4H12 in total.

Positions of all 16 atoms, in Å:
C -1.56 1.83 -1.32
C -2.40 1.17 -0.25
H -1.48 2.91 -1.11
H -0.52 1.51 -1.30
H -2.11 1.69 -2.25
H -3.48 1.41 -0.27
H -2.63 0.13 -0.47
H -1.97 1.29 0.76
C 1.59 -1.73 1.34
C 2.52 -1.30 0.19
H 1.84 -2.59 1.94
H 1.51 -0.97 2.14
H 0.59 -1.82 0.93
H 1.95 -0.79 -0.59
H 2.95 -2.14 -0.35
H 3.24 -0.59 0.60

Properties
total charge	0
SMILES	CC.CC
E_HOMO	-11.309	eV
E	-159.56504	a.u.

Frontier orbital gap (eV)
11.71; 12.79; 12.95; 12.20; 12.40; 12.35
Energy above the lowest of the compared OMol25 structures with the same formula, charge and spin (kJ/mol)
247.0; 19.1; 11.2; 155.7; 83.3; 52.3
Molar mass (g/mol)
60.1; 60.1; 60.1; 60.1; 60.1; 60.1